*1*
Here is a single C2H5N3S2 molecule from OMol25. Energies are from ωB97M-V/def2-TZVPD.

Output
SMILES: [H]/N=C(\N)S/C=N\S

Each line ends with the natural charge from an NBO analysis.
Geometry (Å):
H1 1.83255 -1.43110 -1.53866  0.344
N1 1.24491 -0.62626 -1.25704  -0.727
C1 1.37858 -0.36374 -0.04143  0.339
N2 2.27719 -0.80717 0.84304  -0.826
S1 0.08835 0.64247 0.74433  0.175
C2 -1.16722 0.54790 -0.51606  -0.071
N3 -2.40159 0.85030 -0.45916  -0.553
S2 -3.08660 1.51997 0.95235  0.156
H2 1.95696 -0.97448 1.76725  0.400
H3 3.07882 -1.31590 0.54717  0.397
H4 -0.87103 0.25556 -1.52561  0.245
H5 -4.33093 1.70244 0.48382  0.121

***

*2*
Here is a single C2H5N3S2 molecule from OMol25. Energies are from ωB97M-V/def2-TZVPD.

Output
SMILES: NN(C=S)/C=N\S

Each line ends with the natural charge from an NBO analysis.
Geometry (Å):
N1 1.70220 1.76301 0.25821  -0.597
N2 0.59065 0.87399 -0.11557  -0.292
C1 0.78499 -0.49607 -0.22729  -0.126
S1 2.18723 -1.20579 -0.02026  -0.051
C2 -0.75725 1.33441 -0.15539  0.250
N3 -1.90667 0.71187 -0.23936  -0.666
S2 -2.34765 -0.77520 0.21897  0.214
H1 2.46893 1.15632 -0.19753  0.363
H2 2.02924 1.35146 1.08573  0.347
H3 -0.14295 -0.90191 -0.49952  0.206
H4 -0.97186 2.43016 -0.17483  0.213
H5 -3.68637 -0.81232 -0.42009  0.140

***

Stability check: which of them is least stable? *2*.

***

*1*
Here is a molecular structure, C2H5N3S2 from OMol25. Energies are from ωB97M-V/def2-TZVPD.

Each line ends with the natural charge from an NBO analysis.
Geometry (Å):
C1 0.15309 0.42557 -0.18149  0.136
C2 0.40671 -0.97046 0.26951  -0.332
H1 -1.63836 -1.10394 0.54346  0.258
H2 -2.84512 1.22637 0.99800  0.381
H3 1.71917 1.09177 -1.07762  0.351
H4 0.63355 2.30760 -0.83831  0.386
H5 1.86835 -2.78445 -0.41176  0.110
N1 -2.13039 0.36540 0.21371  -0.525
N2 -1.04783 1.01040 -0.04175  -0.219
N3 1.14297 1.54131 -0.30985  -0.773
S1 1.45757 -1.80655 -1.01890  0.091
S2 0.28029 -1.30303 1.85499  0.135

***

*2*
Here is a single C2H5N3S2 molecule from OMol25. Energies are from ωB97M-V/def2-TZVPD.

Output
SMILES: NN(C=S)/C=N\S

Each line ends with the natural charge from an NBO analysis.
Geometry (Å):
N1 1.25859 1.33498 0.21226  -0.659
N2 0.50220 0.20830 -0.14213  -0.289
C1 1.01367 -0.97789 -0.39343  -0.099
S1 2.47052 -1.56131 0.03830  -0.117
C2 -0.81134 0.79042 -0.25313  0.231
N3 -1.93373 0.16422 -0.16831  -0.557
S2 -2.05087 -1.55116 0.12021  0.155
H1 2.25044 1.28031 -0.08403  0.390
H2 1.20462 1.44604 1.23697  0.366
H3 0.27004 -1.70950 -0.78436  0.215
H4 -0.83923 1.90394 -0.22036  0.230
H5 -3.33490 -1.32835 0.43800  0.134

***

Stability check: which of them is least stable? *1*.

***

*1*
Here is a single C10H8BrNO2 molecule from OMol25. Energies are from ωB97M-V/def2-TZVPD.

Each line ends with the natural charge from an NBO analysis.
Geometry (Å):
C1 -3.18375 0.05151 0.75771  -0.215
C2 -2.56462 -1.10788 1.19191  -0.192
C3 -2.58670 0.82779 -0.22225  -0.185
C4 -1.34316 -1.48740 0.66008  -0.240
C5 -1.37272 0.44379 -0.76154  -0.277
C6 -0.73997 -0.71498 -0.32268  0.052
C7 1.66921 -0.13957 -0.51430  0.362
C8 3.89794 0.13370 -0.86281  0.049
C9 2.72150 1.85089 0.24497  0.889
C10 0.61430 -1.08314 -0.87024  -0.578
N1 1.54867 1.00430 0.05195  -0.611
O1 2.59562 2.94950 0.69325  -0.552
O2 3.82893 1.27632 -0.11533  -0.525
Br1 4.69552 -1.25255 0.17272  -0.029
H1 -4.13181 0.34930 1.17876  0.220
H2 -3.03204 -1.72134 1.94890  0.219
H3 -3.06377 1.73078 -0.57101  0.219
H4 -0.86089 -2.39064 1.00592  0.216
H5 -0.91224 1.03636 -1.54118  0.215
H6 0.93165 -2.07684 -0.54118  0.265
H7 0.60924 -1.11254 -1.96620  0.278
H8 0.67907 1.43264 0.38251  0.420

***

*2*
Here is a single C10H8BrNO2 molecule from OMol25. Energies are from ωB97M-V/def2-TZVPD.

Output
SMILES: COC(Br)=C=N[C@@H]1C=CC=CC1=C=O

Each line ends with the natural charge from an NBO analysis.
Geometry (Å):
C1 2.38402 -2.75745 -0.74731  -0.257
O1 3.04605 -1.74451 -0.02571  -0.494
C2 2.41983 -0.54429 -0.02537  0.084
Br1 3.48260 0.80101 0.80597  0.092
C3 1.42001 -0.14682 -0.78505  0.236
N1 0.41407 0.25959 -1.33807  -0.360
C4 -0.90410 0.28070 -0.71805  -0.090
C5 -1.70798 1.45101 -1.19561  -0.178
C6 -2.41417 2.22993 -0.37303  -0.204
C7 -2.39101 2.05759 1.05599  -0.278
C8 -1.60419 1.12531 1.61465  -0.113
C9 -0.82250 0.22422 0.79554  -0.413
C10 0.02007 -0.56959 1.40581  0.766
O2 0.59486 -1.31115 2.10132  -0.451
H1 2.16951 -2.43295 -1.77196  0.184
H2 1.44581 -3.03723 -0.25627  0.181
H3 3.06145 -3.60854 -0.76138  0.209
H4 -1.38915 -0.63647 -1.10390  0.217
H5 -1.70557 1.60489 -2.26383  0.219
H6 -3.01477 3.03275 -0.77374  0.216
H7 -2.98899 2.70858 1.67499  0.218
H8 -1.51585 1.01344 2.68502  0.216

***

Stability check: which of them is least stable? *2*.

***

*1*
Here is a single CH2BrNO3 molecule from OMol25. Energies are from ωB97M-V/def2-TZVPD.

Output
SMILES: O=[N+]([O-])OCBr

Each line ends with the natural charge from an NBO analysis.
Geometry (Å):
O1 -1.64027 0.65021 -0.17934  -0.399
N1 -1.35458 -0.29305 0.48790  0.740
O2 -2.06846 -1.06403 1.01407  -0.330
O3 -0.05070 -0.66711 0.47490  -0.386
C1 0.97912 0.17923 -0.45103  -0.218
Br1 2.52130 0.25987 0.62635  0.099
H1 1.13682 -0.37566 -1.38014  0.225
H2 0.47678 1.31054 -0.59270  0.270

***

*2*
Here is a single CH2BrNO3 molecule from OMol25. Energies are from ωB97M-V/def2-TZVPD.

Output
SMILES: O=[N+]([O-])OCBr

Each line ends with the natural charge from an NBO analysis.
Geometry (Å):
O1 -2.71411 0.65940 0.79700  -0.308
N1 -2.79030 -0.13874 -0.00004  0.760
O2 -3.73210 -0.65235 -0.46929  -0.302
O3 -1.39643 -0.29560 -0.65065  -0.474
C1 -0.14228 0.35113 -0.22802  -0.137
Br1 -0.11262 2.24464 -0.27522  0.032
H1 0.18822 0.03484 0.69587  0.198
H2 0.29013 -0.06821 -1.06430  0.231

***

Stability check: which of them is least stable? *2*.

***

*1*
Here is a single C7H12 molecule from OMol25. Energies are from ωB97M-V/def2-TZVPD.

Output
SMILES: CC[C@H]1C[C@H]2C[C@@H]12

Each line ends with the natural charge from an NBO analysis.
Geometry (Å):
C1 -2.11605 1.17496 -0.72932  -0.604
C2 -0.59112 1.06365 -0.77067  -0.409
C3 -0.02755 0.37428 0.46542  -0.203
C4 -0.35555 -1.13620 0.67011  -0.406
C5 1.14114 -1.39365 0.77912  -0.236
C6 1.88847 -1.23474 -0.50781  -0.534
C7 1.47637 0.03669 0.59073  -0.226
H1 -2.50283 1.66171 -1.63103  0.213
H2 -2.45106 1.76137 0.13498  0.200
H3 -2.58477 0.18606 -0.66037  0.206
H4 -0.28959 0.49721 -1.66096  0.210
H5 -0.14992 2.06506 -0.85971  0.202
H6 -0.29618 0.94354 1.36400  0.215
H7 -0.83074 -1.63161 -0.18205  0.211
H8 -0.91244 -1.35072 1.58549  0.210
H9 1.61198 -1.93897 1.59022  0.229
H10 2.94772 -1.44338 -0.32396  0.194
H11 1.77254 -0.11904 -0.83545  0.297
H12 2.24229 0.61040 1.08894  0.230

***

*2*
Here is a single C7H12 molecule from OMol25. Energies are from ωB97M-V/def2-TZVPD.

Output
SMILES: CC#CCCCC

Each line ends with the natural charge from an NBO analysis.
Geometry (Å):
C1 3.66453 0.07608 0.64559  -0.682
C2 2.55813 -0.86140 0.48509  0.005
C3 1.52063 -1.28866 0.04279  -0.026
C4 0.29984 -0.95193 -0.70598  -0.455
C5 -0.71696 -0.24138 0.17278  -0.381
C6 -1.86354 0.28479 -0.67448  -0.394
C7 -2.98822 0.86748 0.15630  -0.600
H1 3.28745 0.97323 1.14962  0.231
H2 3.95679 0.41983 -0.35515  0.229
H3 4.53787 -0.29939 1.18394  0.232
H4 -0.18913 -1.70594 -1.34145  0.219
H5 0.75291 -0.21205 -1.36750  0.220
H6 -1.07800 -0.91689 0.96022  0.201
H7 -0.20341 0.57587 0.69408  0.201
H8 -2.24034 -0.54102 -1.29228  0.192
H9 -1.48352 1.03473 -1.38233  0.195
H10 -3.35975 0.11252 0.85746  0.202
H11 -2.63507 1.72238 0.74365  0.202
H12 -3.82036 1.19782 -0.47242  0.209

***

*3*
Here is a single C7H12 molecule from OMol25. Energies are from ωB97M-V/def2-TZVPD.

Output
SMILES: C=C/C(=C\C)CC

Each line ends with the natural charge from an NBO analysis.
Geometry (Å):
C1 -1.93257 1.70042 -0.45971  -0.415
C2 -1.08999 0.76512 -0.90275  -0.190
C3 0.10731 0.16437 -0.21154  -0.114
C4 -0.47554 -1.06566 0.14072  -0.044
C5 -1.45495 -1.20321 1.25051  -0.679
C6 1.48563 0.08351 -0.75644  -0.447
C7 2.59094 0.08040 0.27344  -0.591
H1 -2.69041 2.11286 -1.10768  0.202
H2 -1.72695 2.12341 0.51274  0.197
H3 -1.25410 0.41525 -1.92476  0.188
H4 -0.43480 -1.95441 -0.50554  0.189
H5 -0.96542 -1.33948 2.21825  0.236
H6 -2.21551 -1.97810 1.17409  0.210
H7 -1.97398 -0.24646 1.38131  0.229
H8 1.62204 -0.80543 -1.38835  0.203
H9 1.69253 0.91376 -1.44237  0.207
H10 2.73292 1.00420 0.84052  0.206
H11 3.57363 -0.11707 -0.15891  0.210
H12 2.40921 -0.65349 1.06649  0.204

***

Stability check: which of them is least stable? *1*.

***

*1*
Here is a single C7H12 molecule from OMol25. Energies are from ωB97M-V/def2-TZVPD.

Output
SMILES: CC[C@H]1C[C@H]2C[C@@H]12

Each line ends with the natural charge from an NBO analysis.
Geometry (Å):
C1 1.44486 0.50687 -1.33213  -0.644
C2 1.27987 -0.71981 -0.23143  -0.395
C3 0.20990 -0.65443 0.89376  -0.215
C4 -0.19900 0.79471 1.26530  -0.396
C5 -1.57248 0.53260 0.65943  -0.223
C6 -1.47885 -0.08075 -0.72041  -0.442
C7 -1.24794 -0.93310 0.47687  -0.237
H1 2.38726 0.29278 -1.83084  0.212
H2 1.57221 1.44196 -0.77406  0.206
H3 0.80084 0.84033 -2.18139  0.215
H4 1.24387 -1.74104 -0.65657  0.211
H5 2.26156 -0.62963 0.23887  0.210
H6 0.47396 -1.26430 1.77161  0.216
H7 0.40973 1.58112 0.81158  0.190
H8 -0.24280 0.96330 2.34461  0.209
H9 -2.49646 0.95876 1.03714  0.213
H10 -2.41949 -0.21702 -1.24874  0.222
H11 -0.56661 0.10567 -1.30925  0.231
H12 -1.86044 -1.77799 0.78563  0.218

***

*2*
Here is a molecular structure, C7H12 from OMol25. Energies are from ωB97M-V/def2-TZVPD.

Each line ends with the natural charge from an NBO analysis.
Geometry (Å):
C1 0.43234 1.99576 0.63540  -0.619
C2 -0.41691 1.38427 -0.45243  -0.204
C3 -0.07736 0.08662 -1.12486  -0.212
C4 1.04264 -0.81917 -0.63767  -0.446
C5 0.49816 -1.87129 0.31810  -0.425
C6 -1.16112 -0.62016 1.07992  -0.376
C7 -1.27226 0.15473 -0.18868  -0.304
H1 1.34191 2.45133 0.22532  0.206
H2 -0.13418 2.77942 1.14930  0.218
H3 0.71893 1.25851 1.39140  0.220
H4 -0.87609 2.11273 -1.11907  0.211
H5 -0.31428 0.01231 -2.18207  0.219
H6 1.49395 -1.31355 -1.50694  0.232
H7 1.84915 -0.25625 -0.14968  0.212
H8 -0.07822 -2.66065 -0.15782  0.214
H9 1.27858 -2.29678 0.96510  0.219
H10 -0.10672 -1.16611 1.29776  0.236
H11 -1.97161 -1.35502 1.13537  0.181
H12 -2.24690 0.12328 -0.67843  0.218

***

*3*
Here is a single C7H12 molecule from OMol25. Energies are from ωB97M-V/def2-TZVPD.

Output
SMILES: C=C(C)C/C=C/C

Each line ends with the natural charge from an NBO analysis.
Geometry (Å):
C1 0.10410 0.32268 2.41277  -0.417
C2 0.55905 0.95696 1.33009  0.031
C3 0.62105 2.44750 1.11681  -0.648
C4 0.90242 0.16235 0.11591  -0.465
C5 0.03560 -1.04655 -0.28144  -0.175
C6 -0.41400 -0.95058 -1.53142  -0.190
C7 -1.27018 -2.00670 -2.26761  -0.659
H1 -0.31464 0.84201 3.27639  0.192
H2 0.06284 -0.75940 2.53446  0.191
H3 0.10633 2.65667 0.17394  0.220
H4 0.26643 3.00299 2.00334  0.221
H5 1.68083 2.76378 1.16831  0.224
H6 1.93032 -0.20822 0.10121  0.221
H7 0.79584 0.89589 -0.72183  0.205
H8 -0.30492 -1.73032 0.47179  0.211
H9 -0.08286 -0.38277 -2.40920  0.204
H10 -2.03543 -2.57219 -1.72271  0.209
H11 -0.75747 -2.84526 -2.70992  0.218
H12 -1.88530 -1.54883 -3.06089  0.206

***

Stability check: which of them is least stable? *2*.